5 unconnected molecules or ions with the total composition C40H44N5O7PS, computed with ωB97M-V with the def2-TZVPD basis set.

Calculated values
**Frontier orbital gap**: 7.08 eV
**Energy**: -84087.7234 eV
**SMILES**: C#CCCCc1c(NCCCC)c(P(=O)(O)O)cc2c1C(=O)C=C(S(C)(=O)=O)C2=O.c1ccncc1.c1ccncc1.c1ccncc1.c1ccncc1

Last column: Mulliken charge in e.
Positions of all 98 atoms, in Å:
O -2.16413 -1.72627 5.14634  -0.542
H 1.03950 2.03093 -0.95942  0.385
C -3.34716 4.89788 5.32288  -0.788
H 0.42236 -4.23712 -0.55133  0.421
H 1.67872 0.36762 -0.48120  0.099
C -6.12990 1.28698 0.31622  -0.131
H 1.63093 -1.06522 1.05943  0.232
C -2.42200 4.71478 2.49651  0.208
C 0.74498 -1.94128 -8.24361  -0.051
H 0.82158 -1.84309 -0.76238  -0.392
H 1.59529 -2.53152 -11.46790  0.366
H 0.89281 2.02876 -5.02866  0.435
H -0.88661 -1.59978 -0.09471  0.324
C -0.81027 3.80572 0.59157  0.304
H -1.44196 -1.56068 -5.28699  0.530
C -2.19852 2.00743 2.16457  0.541
C -6.44976 0.02645 -0.16259  -0.397
C 7.96432 -2.42463 5.68903  -0.612
H 3.24092 -0.75510 -10.85969  0.356
O -0.40342 4.06720 -0.58261  -0.525
H -0.74914 6.00918 1.64007  0.390
C 0.13560 -2.10235 0.13024  0.233
H -2.33735 4.60833 5.82820  0.310
N -7.10064 -0.19240 -1.31860  -0.540
C 3.53054 0.37637 2.48889  -0.283
C 0.07673 1.13685 0.93060  0.312
S -3.07030 5.91823 3.75930  1.191
H 3.55471 2.60036 2.62299  0.366
O -2.00130 6.95742 4.11405  -0.641
C -1.69138 -3.98734 0.15426  -0.499
C 7.70207 -0.29783 4.01287  -0.093
N 2.57764 -0.53484 -8.92587  -0.511
C 9.05426 -1.58947 5.48571  -0.106
H 7.55048 0.53895 3.33817  0.344
C 3.90121 -0.89632 2.53352  -0.261
O -4.40415 6.52028 3.38484  -0.599
C -0.94735 2.29761 1.19917  0.510
H -4.03905 5.42178 6.07349  0.345
C -7.44765 0.89353 -2.03149  -0.223
C 0.71700 0.98689 -4.78209  -0.264
C -0.58183 -1.00262 -4.92981  -0.576
H 9.99573 -1.78322 5.98900  0.357
H 0.05794 -2.24573 -7.46356  0.304
O -3.09939 -2.76417 2.92255  -0.673
H -2.37249 -3.09049 0.43367  0.234
C -1.29604 4.98198 1.61765  -0.559
N 0.71288 -1.41640 1.37804  -0.089
H 2.00641 -1.61474 -3.05747  0.565
N 6.63126 -1.09112 4.19000  -0.250
H -6.17948 -0.86708 0.39185  0.453
N 0.26422 -1.69469 -4.14703  -0.586
C -0.21658 -0.27875 1.63797  -0.737
C -3.19109 3.27301 2.42959  -0.159
H 0.35378 -4.10528 1.29693  0.259
C 0.70152 -2.52061 -9.50420  -0.533
H 1.76456 -0.47341 -7.03792  0.453
H -0.02730 -3.29234 -9.72900  0.369
H -7.97330 0.68882 -2.95892  0.350
C -2.22423 -5.23536 1.06856  -0.872
H 2.46333 3.29187 0.58456  0.286
H 3.56080 1.90466 0.05214  0.393
H 9.75574 0.16732 4.44850  0.351
C 2.80629 1.80011 2.21895  -0.329
H 4.39298 -1.90809 2.27534  0.327
C 2.51431 -1.11413 -10.13734  -0.309
H -0.76356 -3.96945 4.21464  0.350
H -3.39027 0.53396 3.55374  0.374
H -1.50336 -1.01219 5.33112  0.345
H -7.47202 3.03190 -2.25699  0.359
C -1.43196 -0.55375 2.59929  0.399
H 2.48816 0.78155 -3.56743  0.404
C -6.49883 2.38983 -0.44153  -0.279
C -0.40068 0.32729 -5.27491  -0.304
H -1.88013 -4.27491 -0.96031  0.385
O -4.45132 3.13457 2.53263  -0.561
C 1.69285 -0.95869 -8.00615  -0.135
H -6.26478 3.39311 -0.10065  0.429
C -0.11168 -3.68882 0.33041  -0.629
O -0.47996 -3.26052 3.57195  -0.488
H -5.60550 1.40433 1.25656  0.394
H -3.84480 3.87688 5.05008  0.245
C 2.59000 2.13358 0.65693  -0.771
C -7.17042 2.19373 -1.64055  -0.410
H 1.84781 1.94416 2.86502  0.215
H -1.76820 -5.06587 2.11896  0.084
C 1.33902 -1.03220 -3.68523  -0.382
C 8.92521 -0.50380 4.63059  -0.617
H -1.11471 0.83506 -5.91178  0.388
H 8.03018 -3.28028 6.35000  0.351
H 5.90563 -2.76134 5.14525  0.354
C 1.60657 0.29725 -3.96988  -0.241
P -1.79829 -2.17772 3.50179  1.009
C 6.78471 -2.13602 5.02187  -0.084
C -2.47725 0.63269 2.86571  -0.813
H -1.96109 -6.26830 0.62280  0.354
H -3.36988 -5.07515 1.19228  0.254
C 1.60197 -2.10105 -10.47391  -0.278
C 1.33697 1.38632 -0.03610  -0.472

Cartesian forces (eV/Å) of the 3 atoms listed first:
O 2.13 0.27 -3.05
H 0.18 -1.20 1.80
C 0.28 -2.04 0.28